No. 1
Entry from OMol25: a molecular structure, C9H6NOPS (ωB97M-V/def2-TZVPD).

Each line ends with the Löwdin charge.
Geometry (Å):
C (-0.99, -0.48, -0.41)  -0.18
H (-2.86, -0.43, 0.57)  0.13
C (-1.18, -0.12, 1.97)  -0.09
C (-1.62, -0.72, -1.64)  -0.05
C (-1.79, -0.25, 0.75)  -0.03
P (1.22, -0.64, -2.87)  0.55
H (2.15, -0.43, 1.27)  0.17
C (0.21, -0.08, 2.11)  -0.09
C (0.42, -0.56, -0.21)  -0.26
O (1.19, -1.10, -1.24)  -0.35
C (0.99, -0.34, 1.02)  -0.03
H (-1.87, 0.17, 2.92)  0.15
H (-1.02, -0.51, -4.19)  0.06
S (1.91, 1.35, -2.84)  0.38
N (-4.01, -0.69, -2.39)  0.18
C (-2.90, -0.57, -2.04)  -0.28
H (0.82, 0.14, 2.98)  0.11
H (3.24, 1.26, -3.24)  -0.16
C (-0.47, -0.55, -3.21)  -0.18

Results
2S+1: 1
E_HOMO (alpha / beta) (eV): -8.556 / -8.222

=====

No. 2
Entry from OMol25: 2 unconnected molecules or ions with the total composition H5NO (ωB97M-V/def2-TZVPD).

Each line ends with the Löwdin charge.
Geometry (Å):
H (-0.33, 0.61, -0.13)  -0.04
H (-1.09, -0.11, 1.14)  0.03
H (1.09, -1.04, -0.72)  0.06
H (0.38, 0.60, 1.36)  0.02
N (-0.52, 0.70, 0.88)  0.00
O (0.28, -0.87, -1.25)  -0.09
H (0.20, 0.11, -1.28)  0.03

Results
2S+1: 1
E_HOMO (eV): -9.982
SMILES string: N.O

=====

No. 3
Entry from OMol25: a single C5H9ClN2O2S molecule (ωB97M-V/def2-TZVPD).

Each line ends with the Löwdin charge.
Geometry (Å):
H (-0.92, 2.36, 0.48)  0.18
H (1.46, 3.20, 0.03)  0.07
H (-1.51, -2.65, 0.88)  0.12
H (-3.09, -1.97, -0.65)  0.04
C (-1.07, -1.63, 0.96)  0.06
C (1.91, 2.34, 0.40)  -0.09
C (0.96, 1.26, 0.17)  -0.44
H (-1.79, -2.12, -1.70)  0.08
N (-1.48, -0.85, 0.01)  -0.28
C (-2.30, -1.49, -1.02)  -0.01
H (2.12, 2.42, 1.44)  0.08
O (3.04, -0.10, -0.91)  -0.36
Cl (2.06, -1.18, 1.43)  0.32
H (2.88, 1.96, 0.15)  0.07
H (-0.32, -1.22, 1.66)  0.04
N (-1.40, 0.46, -0.05)  0.02
H (-2.70, -0.69, -1.84)  0.16
O (0.86, -1.16, -1.17)  -0.32
S (1.68, -0.25, -0.46)  0.45
C (-0.39, 1.30, 0.20)  -0.17

Results
2S+1: 1
E_HOMO (alpha / beta) (eV): -8.128 / -8.128

=====

No. 4
Entry from OMol25: 3 unconnected molecules or ions with the total composition C5H16NO (ωB97M-V/def2-TZVPD).

Each line ends with the Löwdin charge.
Geometry (Å):
H (2.64, 1.62, -0.96)  0.14
C (-0.30, 0.17, 0.35)  0.31
C (0.62, 2.34, 1.20)  -0.04
H (-0.41, 1.64, -1.77)  0.05
H (-3.49, -4.67, 2.08)  -0.01
H (-0.21, -1.11, -0.88)  0.03
H (0.02, 2.14, 2.10)  0.09
H (1.57, 0.17, -1.35)  0.08
C (0.99, 1.07, 0.43)  -0.40
H (-0.36, -2.05, -2.25)  0.08
H (0.88, 1.90, -3.00)  0.09
H (-2.89, -3.94, 3.58)  0.08
H (1.45, 3.09, 1.55)  0.15
H (-2.11, -5.25, 2.83)  0.00
C (0.58, 2.02, -1.95)  -0.06
O (-0.04, -1.24, -1.87)  0.00
H (-1.33, 0.48, 0.04)  0.15
H (0.49, 3.06, -1.78)  0.06
H (-0.30, -0.60, 1.15)  0.14
N (-2.62, -4.38, 2.55)  -0.07
C (1.59, 1.21, -0.99)  -0.16
H (1.68, 0.34, 1.15)  0.19
H (0.11, 2.89, 0.35)  0.09

Results
2S+1: 1
Charge: +1
E_HOMO (eV): -12.668

=====

No. 5
Entry from OMol25: a molecular structure, C29H46CaCsKN4O21P2S (ωB97M-V/def2-TZVPD).

Each line ends with the Löwdin charge.
Geometry (Å):
C (1.27, 0.45, -2.04)  -0.10
H (5.01, -2.00, -1.69)  0.09
C (-2.32, -0.64, -1.14)  -0.13
C (-3.63, -0.37, 0.97)  -0.13
O (-0.89, 4.63, -0.06)  0.01
N (0.11, 5.24, 0.31)  -0.35
C (1.62, 1.98, -1.95)  -0.13
H (0.65, 2.18, 3.69)  0.08
O (0.95, -6.11, 3.48)  0.24
C (-0.05, 0.15, -1.31)  -0.14
C (4.19, -5.16, -1.70)  -0.21
H (-0.45, 3.49, -4.03)  0.05
H (4.07, 6.71, -6.95)  -0.21
K (1.99, -3.69, 6.96)  0.80
C (-4.39, 2.19, 4.47)  0.03
H (2.03, -5.10, -1.85)  0.13
H (2.67, -6.33, -0.75)  0.12
O (-2.73, -4.70, -2.77)  -0.10
H (-3.03, -1.85, 2.48)  0.13
N (-0.52, -0.82, 3.67)  0.28
H (2.50, 2.20, -2.55)  0.12
O (-4.72, -3.69, -3.07)  -0.09
O (0.44, 3.16, -3.81)  -0.58
H (0.44, -6.91, 3.20)  0.16
H (0.35, -5.34, 3.69)  0.17
H (0.71, 0.99, 0.49)  0.17
O (2.39, 0.10, 4.61)  -0.28
H (1.29, 0.06, -3.06)  0.08
C (2.80, -5.30, -1.09)  -0.20
O (2.76, -2.40, 4.42)  -0.44
H (2.07, -0.08, -1.51)  0.12
H (0.93, -2.15, -4.21)  0.03
O (-4.17, -4.74, -1.16)  -0.10
C (5.14, -3.03, -1.36)  -0.09
C (-3.49, -1.34, -1.78)  -0.17
H (1.85, 2.21, -0.91)  0.10
Ca (-6.04, 1.10, -0.83)  0.74
C (0.81, 4.74, 1.49)  -0.15
H (-5.70, -0.72, 2.19)  0.09
C (-3.54, -0.89, 2.41)  -0.12
C (-0.85, 0.37, -4.83)  -0.41
C (-2.37, -0.21, 0.19)  -0.08
P (2.63, -1.21, 5.40)  -0.21
H (-3.04, -0.19, 3.06)  0.09
O (4.53, 5.05, 0.82)  -0.33
H (-3.18, -1.91, -2.65)  0.05
H (2.67, 3.33, 4.54)  0.11
H (-1.18, 0.16, -5.88)  0.05
N (-4.27, 0.85, -2.31)  -0.03
H (-5.10, 1.44, -2.55)  -0.11
H (4.80, -3.10, -0.33)  0.09
H (-0.48, 2.68, -2.01)  0.12
H (4.96, -5.40, -0.95)  0.12
C (1.93, 5.40, 1.96)  0.00
C (-3.92, -4.38, -2.38)  -1.01
C (2.14, 3.73, 3.68)  -0.04
H (4.28, -5.88, -2.52)  0.12
C (1.00, 3.08, 3.21)  -0.07
C (-0.14, 0.53, -0.01)  0.06
S (4.85, 4.68, -0.58)  0.22
O (3.92, -1.07, 6.22)  -0.31
Cs (0.81, 2.63, -5.98)  1.41
H (2.06, -2.53, 0.53)  0.10
O (4.39, -3.87, -2.23)  -0.19
C (-1.18, -0.47, -1.92)  -0.16
P (-1.22, -1.06, -3.72)  0.99
O (3.80, 3.74, -1.04)  -0.39
H (-3.77, 2.78, 3.81)  0.09
O (-5.18, -0.07, 4.06)  -0.01
H (-3.75, 1.62, 5.14)  0.09
C (-4.98, -0.98, 2.97)  -0.15
H (-0.15, -3.16, -3.15)  0.04
H (-1.43, 1.26, -4.48)  0.04
H (-5.68, -0.75, -2.11)  0.05
H (2.30, 6.28, 1.48)  0.12
H (-4.36, -0.98, 0.45)  0.08
O (3.84, 5.78, -7.05)  -0.63
H (0.22, 0.65, -4.82)  -0.11
O (0.54, 6.23, -0.24)  0.11
O (2.62, -4.44, 0.03)  -0.22
H (6.20, -3.29, -1.42)  0.09
O (-1.27, 0.82, 2.01)  0.07
C (-0.09, -2.47, -3.99)  -0.25
H (-4.07, 0.65, 1.05)  0.09
C (0.33, 3.59, 2.11)  -0.04
C (0.52, 2.94, -2.37)  -0.19
H (-5.24, -1.98, 3.30)  0.13
H (1.62, -5.86, 2.79)  0.17
C (-4.61, -0.38, -2.09)  -0.34
H (-5.01, 2.86, 5.05)  0.09
C (-5.24, 1.22, 3.68)  -0.54
O (6.18, 4.04, -0.63)  -0.35
H (0.75, 3.91, -1.93)  0.11
C (2.59, 4.88, 3.06)  -0.06
H (2.28, -2.82, -1.21)  0.07
H (3.48, 5.38, 3.43)  0.11
C (-0.72, -0.05, 2.84)  -0.28
N (-1.26, 0.35, 0.68)  0.05
H (-3.86, -2.07, -1.05)  0.12
O (-5.94, 1.62, 2.78)  0.02
O (4.85, 5.88, -1.43)  -0.33
H (-0.55, 3.09, 1.74)  0.08
C (1.91, -3.25, -0.28)  -0.11
H (0.84, -3.47, -0.37)  0.09
O (1.44, -1.48, 6.35)  -0.60
H (-0.46, -2.98, -4.87)  0.04

Results
2S+1: 1
Charge: -2
E_HOMO (eV): -1.680

=====

No. 6
Entry from OMol25: 6 unconnected molecules or ions with the total composition C9H30N6O9 (ωB97M-V/def2-TZVPD).

Each line ends with the Löwdin charge.
Geometry (Å):
H (1.17, -1.44, 1.59)  0.11
H (6.30, -2.74, 5.24)  0.10
H (2.74, -1.86, 5.86)  0.11
N (-3.29, 3.38, -3.68)  0.16
O (-7.44, -2.12, 0.33)  -0.07
O (-1.03, -2.47, -6.13)  -0.08
C (-6.66, -1.63, -0.78)  -0.24
O (4.19, -2.36, 4.17)  0.07
H (0.86, -2.93, -5.78)  0.11
N (5.77, -2.09, 5.80)  0.12
C (-0.12, -3.30, -5.46)  -0.25
H (-5.02, -0.52, 0.41)  0.13
H (4.86, 5.34, 3.77)  0.12
H (-2.19, -3.76, -4.55)  0.07
H (-0.31, -2.22, -3.53)  0.11
H (2.69, -0.63, 0.48)  0.11
H (2.53, 3.48, 3.29)  0.11
H (4.78, 4.64, 1.75)  0.09
H (2.65, 4.24, 4.90)  0.11
O (4.97, 3.94, 2.37)  -0.04
O (2.51, 5.61, 3.35)  -0.11
H (0.41, -3.82, -3.41)  0.11
C (-0.37, -3.24, -3.91)  -0.18
H (3.97, -1.43, 7.14)  0.11
N (-1.62, 1.98, -4.08)  0.15
H (-1.01, -2.47, -7.09)  0.09
H (-0.21, -4.30, -5.88)  0.11
O (-4.80, -2.47, 0.26)  -0.07
O (-1.68, -3.85, -3.74)  -0.09
H (-6.79, -2.46, 0.95)  0.06
C (4.54, -2.13, 5.28)  -0.78
H (-3.19, 3.35, -2.67)  0.12
H (2.84, 5.75, 2.46)  0.06
N (3.67, -1.77, 6.24)  0.15
H (-7.28, -0.87, -1.27)  0.12
H (-6.45, -2.42, -1.49)  0.12
H (-4.12, 3.74, -4.13)  0.12
C (0.88, 0.25, 0.66)  -0.80
H (-4.26, -2.81, -0.45)  0.09
H (-4.78, -1.01, -1.26)  0.12
H (6.16, -1.16, 5.88)  0.11
O (-2.81, 2.68, -5.80)  -0.02
N (0.47, -0.93, 1.07)  0.15
H (2.63, 1.13, 0.27)  0.12
H (-1.37, 2.03, -3.10)  0.10
H (-1.16, 1.35, -4.73)  0.11
C (-2.60, 2.73, -4.57)  -0.74
C (2.97, 4.30, 3.86)  -0.16
C (4.52, 4.32, 3.61)  -0.29
O (0.18, 1.22, 0.63)  0.05
H (-0.48, -0.84, 1.40)  0.12
H (4.90, 3.63, 4.36)  0.11
N (2.18, 0.24, 0.43)  0.16
C (-5.29, -1.27, -0.33)  -0.26

Results
2S+1: 1
E_HOMO (eV): -9.526
SMILES string: NC(N)=O.NC(N)=O.NC(N)=O.OCCO.OCCO.OCCO

=====

No. 7
Entry from OMol25: a gas-phase ion, C4H7NO2 (charge -1) (ωB97M-V/def2-TZVPD).

Each line ends with the Löwdin charge.
Geometry (Å):
C (0.81, 0.66, -1.18)  -0.10
H (-2.85, -0.58, 0.78)  0.12
H (1.54, 1.44, -0.96)  0.06
N (-0.87, -0.60, 0.27)  0.03
H (-0.04, 0.97, -1.79)  0.05
O (1.14, -1.42, 1.87)  -0.25
C (-2.16, -0.28, -0.04)  -0.36
H (-0.69, -1.50, 0.70)  0.11
O (-2.39, 0.37, -1.05)  -0.03
H (1.32, -0.14, -1.72)  0.05
C (0.34, 0.21, 0.22)  -0.44
H (2.35, 0.12, 1.08)  0.06
C (1.38, -0.42, 1.09)  -0.42
H (0.12, 1.17, 0.75)  0.12

Results
2S+1: 2
Charge: -1
E_HOMO (alpha / beta) (eV): 0.085 / -3.699

=====

No. 8
Entry from OMol25: a molecular structure, C12H13ClO2Zr (ωB97M-V/def2-TZVPD).

Each line ends with the Löwdin charge.
Geometry (Å):
C (-0.17, 0.42, -3.37)  -0.20
C (-0.48, 1.63, -2.68)  -0.20
H (-3.28, 1.59, 3.36)  0.09
H (-1.47, 2.02, -2.48)  0.08
H (2.47, -2.95, -0.08)  0.12
O (-0.70, 0.95, 1.46)  -0.32
Zr (0.77, 0.12, 0.48)  1.47
H (-0.89, -0.27, -3.78)  0.07
C (-0.56, -1.85, 0.86)  -0.19
H (-3.04, -0.12, 3.21)  0.09
H (2.42, -1.90, 2.47)  0.13
C (-2.50, 0.84, 3.15)  0.00
C (1.64, -2.39, 0.38)  -0.13
H (1.80, -0.47, -3.97)  0.07
C (0.75, 2.28, -2.36)  -0.22
H (-1.74, 0.94, 3.94)  0.09
C (0.32, -2.37, -0.14)  -0.15
C (0.28, -1.48, 2.02)  -0.26
C (1.25, 0.32, -3.47)  -0.20
H (-1.66, -1.90, 0.86)  0.13
C (-2.04, 1.15, 1.75)  -0.55
H (2.87, 1.72, -2.80)  0.07
H (0.85, 3.26, -1.88)  0.07
O (-2.82, 1.58, 0.91)  0.09
H (-0.10, -1.17, 2.99)  0.12
H (-0.03, -2.86, -1.04)  0.12
C (1.82, 1.47, -2.85)  -0.21
C (1.63, -1.84, 1.72)  -0.20
Cl (2.63, 1.26, 1.33)  0.01

Results
2S+1: 1
E_HOMO (eV): -6.790

=====

The evaluated molar mass for the records listed, in turn: 207.2; 35.0; 196.7; 106.2; 1092.8; 366.4; 101.1; 315.9 g/mol.
The evaluated E_tot for the records listed, in turn: -1215.9407; -132.9636; -1314.1133; -329.6455; -5309.4539; -1366.5665; -361.8074; -1122.7867 Eh.